#one
C3H16NO3 | ωB97M-V/def2-TZVPD

Its total charge is +1. The frontier orbital gap is 11.7 eV.

Positions of all 23 atoms, in Å:
C (-2.628, 0.623, -1.217)
C (-1.638, 0.034, -0.241)
N (-0.419, -0.545, -1.061)
C (0.040, -1.833, -0.502)
H (-2.807, -0.188, -2.005)
H (-3.544, 1.112, -0.997)
H (-2.075, 1.577, -1.800)
H (-1.198, 0.684, 0.503)
H (-2.208, -0.885, 0.315)
H (0.428, 0.041, -1.059)
H (-0.670, -0.608, -2.087)
H (1.008, -2.078, -0.665)
H (-0.642, -2.617, -0.742)
H (0.043, -1.770, 0.654)
H (1.382, -0.517, 2.463)
H (2.268, -0.297, 1.149)
O (1.336, -0.478, 1.508)
H (1.319, 2.277, -2.049)
H (2.032, 1.388, -3.021)
O (1.415, 1.377, -2.230)
H (1.610, 1.326, 4.715)
H (2.927, 0.819, 4.072)
O (2.021, 0.558, 4.297)


#two
C3H16NO3 | ωB97M-V/def2-TZVPD

Its total charge is +1. The frontier orbital gap is 11.6 eV.

Positions of all 23 atoms, in Å:
C (2.600, -0.141, 1.326)
C (1.109, 0.004, 1.059)
N (0.693, 0.299, -0.372)
C (0.387, 1.750, -0.559)
H (2.786, 0.461, 2.242)
H (2.827, -1.135, 1.599)
H (3.086, 0.262, 0.457)
H (0.651, -0.935, 1.299)
H (0.702, 0.754, 1.668)
H (0.038, -0.365, -0.804)
H (1.520, 0.264, -0.973)
H (-0.386, 1.853, -1.365)
H (1.226, 2.368, -1.068)
H (0.108, 2.200, 0.418)
H (-2.621, -0.666, -0.839)
H (-2.590, 0.576, 0.268)
O (-2.180, 0.223, -0.553)
H (1.709, -1.619, -2.329)
H (0.530, -2.463, -2.498)
O (0.776, -1.630, -2.110)
H (-4.209, -0.208, 1.573)
H (-4.788, -1.158, 0.771)
O (-3.974, -0.694, 0.791)


Most stable: #one


#one
C5H14N2O2 | ωB97M-V/def2-TZVPD

Its total charge is 0. The frontier orbital gap is 10.1 eV. As for the SMILES: CN[C@](N)(O)OC(C)C.

Positions of all 23 atoms, in Å:
C (0.887, -0.977, 0.628)
C (-0.338, 1.916, -2.095)
C (1.017, -2.434, 0.212)
C (1.286, -0.748, 2.079)
N (-0.193, 0.664, -1.373)
H (-0.556, -0.111, -1.917)
H (1.490, -0.341, -0.026)
H (0.264, 2.678, -1.599)
H (-1.379, 2.259, -2.151)
H (0.047, 1.776, -3.103)
H (0.363, -3.050, 0.824)
H (1.133, 0.296, 2.338)
H (0.736, -2.559, -0.831)
H (2.047, -2.760, 0.339)
H (2.336, -1.001, 2.214)
H (0.674, -1.364, 2.733)
C (-0.806, 0.614, -0.053)
N (-2.241, 0.835, -0.132)
O (-0.257, 1.609, 0.759)
O (-0.564, -0.632, 0.485)
H (-0.659, 2.447, 0.505)
H (-2.618, 0.811, 0.810)
H (-2.671, 0.072, -0.644)


#two
C5H14N2O2 | ωB97M-V/def2-TZVPD

Its total charge is 0. The frontier orbital gap (alpha / beta) is 8.4 / 8.4 eV. As for the SMILES: CC(C)=[N+]([O-])[C@H](C)N.O.

Positions of all 23 atoms, in Å:
C (-1.543, 0.216, 0.853)
C (-1.691, 1.318, -0.185)
N (-1.633, 0.741, 2.182)
N (-0.328, -0.695, 0.689)
O (-0.499, -1.811, 1.236)
H (-2.363, -0.503, 0.730)
H (-1.645, 0.004, 2.876)
H (-0.900, 1.410, 2.390)
H (-2.744, 1.578, -0.265)
H (-1.169, 2.224, 0.111)
H (-1.363, 0.995, -1.169)
C (0.822, -0.451, -0.159)
C (1.369, 0.938, -0.261)
C (1.843, -1.551, -0.076)
O (0.472, -0.592, -2.779)
H (0.369, -1.412, -3.282)
H (0.175, -0.834, -1.720)
H (2.418, -1.489, 0.851)
H (1.172, 1.547, 0.615)
H (0.958, 1.449, -1.132)
H (2.432, 0.908, -0.484)
H (2.505, -1.470, -0.935)
H (1.343, -2.519, -0.084)


Most stable: #one


#one
H21O11 | ωB97M-V/def2-TZVPD

Its total charge is -1. The frontier orbital gap is 9.3 eV.

Positions of all 32 atoms, in Å:
O (0.749, 0.767, 4.437)
H (1.521, 0.573, 3.884)
H (0.220, -2.773, -4.132)
O (0.904, -3.011, -3.507)
H (-4.355, 1.726, 0.024)
H (1.736, 0.290, 1.593)
O (-1.407, -2.534, 2.434)
H (-3.228, 2.022, -0.839)
H (0.546, 1.506, 1.098)
O (0.708, 1.986, 0.006)
H (-0.070, 2.534, 0.202)
H (1.401, 0.405, -2.783)
O (-2.833, -2.870, -0.162)
H (-1.101, -0.215, -0.781)
H (0.122, 0.695, 3.680)
O (-0.001, 0.496, 1.801)
H (0.039, -0.304, 1.327)
H (2.812, 1.402, 1.651)
O (2.701, 0.471, 1.443)
H (-0.788, -1.832, 2.198)
O (-3.912, 2.494, -0.340)
H (-0.763, -3.204, 2.688)
H (4.338, 1.514, -1.631)
O (3.455, 1.486, -1.983)
H (2.793, 1.927, -1.438)
H (1.057, -2.141, -3.117)
O (-1.405, 0.687, -0.923)
H (-3.596, -2.805, 0.409)
H (-0.550, 1.143, -0.674)
O (0.868, -0.005, -3.481)
H (-2.021, -2.936, 0.326)
H (0.059, 0.507, -3.410)


#two
H21O11 | ωB97M-V/def2-TZVPD

Its total charge is -1. The frontier orbital gap is 10.1 eV.

Positions of all 32 atoms, in Å:
O (-0.645, 0.298, 0.225)
H (0.168, -0.142, -0.110)
O (-1.223, 1.207, -2.323)
H (-1.041, 0.902, -1.416)
H (-1.068, 2.127, -2.448)
O (-3.116, 1.269, 0.517)
H (-2.292, 0.867, 0.327)
H (-3.104, 1.403, 1.457)
O (0.852, 0.740, 2.417)
H (0.749, -0.080, 2.983)
H (0.283, 0.524, 1.635)
O (1.394, -2.083, 1.137)
H (1.429, -1.873, 0.192)
H (0.495, -1.896, 1.380)
O (3.563, -0.728, -0.731)
H (4.271, -0.153, -0.443)
H (2.853, -0.077, -0.628)
O (1.119, -2.097, -1.675)
H (1.271, -1.383, -2.310)
H (0.330, -2.589, -1.969)
O (1.678, 1.289, -1.310)
H (2.274, 2.031, -1.103)
H (1.019, 1.340, -0.635)
O (-2.320, -1.313, -1.200)
H (-2.126, -2.142, -0.739)
H (-1.615, -0.789, -0.760)
O (-1.166, -1.723, 1.880)
H (-1.050, -1.089, 1.164)
H (-2.077, -1.953, 2.104)
O (-0.449, 2.955, 0.564)
H (0.134, 3.166, 1.236)
H (-0.588, 1.993, 0.583)


Most stable: #two


#one
C3H10N2O2S | ωB97M-V/def2-TZVPD

Its total charge is 0. The frontier orbital gap is 9.5 eV. As for the SMILES: NC(=O)[C@@H](N)CS.O.

Positions of all 18 atoms, in Å:
N (0.462, 1.393, 0.988)
C (0.833, 0.259, 0.179)
C (-0.013, -0.967, 0.533)
S (0.145, -1.474, 2.267)
C (0.629, 0.548, -1.325)
N (1.154, -0.345, -2.192)
O (0.050, 1.551, -1.715)
H (1.253, 1.999, 1.155)
H (-0.211, -0.312, 2.807)
H (-0.241, 1.915, 0.476)
H (1.880, -0.015, 0.288)
H (0.292, -1.857, -0.016)
H (-1.061, -0.804, 0.291)
H (1.512, -1.243, -1.897)
H (0.986, -0.216, -3.177)
H (-3.426, 0.967, -1.067)
H (-1.968, 0.975, -1.523)
O (-2.634, 0.423, -1.093)


#two
C3H10N2O2S | ωB97M-V/def2-TZVPD

Its total charge is 0. The frontier orbital gap is 9.1 eV. As for the SMILES: NC(=O)NCCS.O.

Positions of all 18 atoms, in Å:
C (0.936, -0.723, -0.195)
C (1.029, -1.193, 1.258)
S (0.282, -0.152, 2.497)
N (-0.415, -0.860, -0.708)
C (-1.361, 0.125, -0.849)
N (-0.960, 1.419, -0.575)
O (-2.514, -0.169, -1.109)
H (1.199, 0.310, -0.345)
H (1.627, -1.362, -0.746)
H (2.083, -1.320, 1.515)
H (0.622, -2.201, 1.288)
H (-0.775, 0.348, 1.864)
H (-0.829, -1.753, -0.911)
H (-1.632, 2.098, -0.859)
H (-0.073, 1.690, -0.911)
H (2.088, 0.920, -3.128)
H (2.594, 2.017, -2.114)
O (1.968, 1.309, -2.257)


Most stable: #one


#one
C2H3OTl | ωB97M-V/def2-TZVPD

As for the expectation value of S²: 0.75. The multiplicity is 2. Its total charge is +1. The frontier orbital gap (alpha / beta) is 9.3 / 8.8 eV.

Positions of all 7 atoms, in Å:
H (0.862, 0.468, -0.942)
O (-1.017, -1.078, -0.281)
C (-0.796, 0.151, -0.562)
C (0.342, 0.794, 0.116)
H (0.277, 1.890, 0.066)
H (0.612, 0.415, 1.117)
Tl (-0.279, -2.640, 0.485)


#two
C2H3OTl | ωB97M-V/def2-TZVPD

As for the expectation value of S²: 0.76. The multiplicity is 2. Its total charge is +1. The frontier orbital gap (alpha / beta) is 9.3 / 8.6 eV.

Positions of all 7 atoms, in Å:
C (1.036, 0.613, -0.241)
C (0.722, -0.178, 0.862)
O (-0.305, -0.941, 0.824)
Tl (-1.156, -0.547, -1.333)
H (0.576, 1.606, -0.312)
H (1.878, 0.296, -0.864)
H (1.585, -0.560, 1.447)


Most stable: #two


#one
C8H14NO | ωB97M-V/def2-TZVPD

Its total charge is +1. The frontier orbital gap is 8.2 eV.

Positions of all 24 atoms, in Å:
C (3.974, -1.261, -1.868)
C (0.130, -0.808, 1.211)
C (0.842, -2.027, 0.742)
C (-2.730, 0.126, -0.009)
C (-1.483, 2.307, 0.641)
C (0.901, 0.994, -0.542)
C (-1.455, 0.957, 0.200)
C (-0.328, 0.144, -0.051)
N (3.244, -1.514, -1.020)
O (-0.055, -0.749, 2.392)
H (4.697, -1.237, -2.604)
H (0.449, -2.844, 1.363)
H (1.884, -2.071, 0.724)
H (0.432, -2.331, -0.261)
H (-3.351, 0.190, 0.838)
H (-2.317, -0.902, -0.200)
H (-3.334, 0.330, -0.844)
H (-0.565, 2.655, 1.141)
H (-1.782, 2.754, -0.304)
H (-2.267, 2.648, 1.308)
H (0.969, 1.966, -0.151)
H (1.765, 0.388, -0.252)
H (0.967, 0.904, -1.645)
H (-0.585, -0.621, -0.808)


#two
C8H14NO | ωB97M-V/def2-TZVPD

Its total charge is +1. The frontier orbital gap is 9.3 eV.

Positions of all 24 atoms, in Å:
C (-3.308, -0.487, 0.382)
C (0.403, 1.313, -0.676)
C (-0.220, 0.440, -1.556)
C (-0.030, 1.354, 0.642)
C (-1.408, -0.215, -1.254)
C (-1.201, 0.661, 0.989)
C (-1.915, -0.066, 0.043)
O (1.570, 2.002, -1.004)
H (1.301, 2.874, -1.296)
H (0.234, 0.359, -2.538)
H (0.474, 1.930, 1.405)
H (-1.773, -0.964, -1.926)
H (-1.517, 0.752, 2.017)
H (-3.333, -1.152, 1.259)
H (-3.906, -0.995, -0.372)
H (-3.966, 0.281, 0.803)
C (2.934, -0.768, 0.753)
N (1.710, -1.278, 0.026)
H (0.898, -1.059, 0.581)
H (1.704, -0.805, -0.876)
H (1.744, -2.280, -0.132)
H (2.737, 0.232, 1.127)
H (3.740, -0.670, 0.045)
H (3.128, -1.458, 1.558)


Most stable: #two